The following is a quantum chemistry calculation of a molecular structure, C23H31Br3Cl2F7MgN2NaO11 in a non-equilibrium geometry, from the OMol25 dataset.

Summary:
HOMO level ... -0.273 Ha
ΔE to the lowest compared entry with this formula, charge and spin ... 0.0 kJ/mol

```
! RIJCOSX wB97M-V def2-TZVPD def2/J DEFGRID3
* xyz 0 1
H -5.105 -5.040 3.040
H 0.811 3.831 -1.177
H -0.774 -8.799 -1.186
C 2.201 9.844 -5.720
C -2.494 6.089 3.622
H -3.256 -5.694 -2.016
Cl -4.751 7.027 2.390
N -2.104 -3.822 2.568
Cl -1.404 6.397 2.246
H -3.123 -6.874 3.093
C 1.757 3.526 -0.692
C -0.061 2.491 0.867
F 0.400 -0.784 -1.910
F -0.489 -0.096 1.486
C 0.585 -0.708 -0.558
C 1.089 -8.463 -2.256
F -1.744 -0.610 -0.170
F -0.482 1.799 -1.555
O 3.214 7.744 -1.750
O 2.363 2.074 1.222
C 4.584 1.282 1.240
O 0.618 -7.894 -3.256
H 1.475 3.903 1.369
C 3.659 2.029 -0.902
H -0.739 -6.480 -0.444
F -2.321 0.418 2.388
H -3.516 -7.433 -0.513
H -1.427 -3.093 2.403
H -2.102 -5.589 0.223
O 1.635 -2.987 -0.517
H -3.843 4.851 2.478
H -4.469 5.385 4.039
H -0.800 -5.475 2.660
C -3.877 5.685 3.176
H 4.475 2.598 -1.379
O -1.635 -5.845 5.930
C 0.640 -2.192 -0.051
C -1.818 -5.124 2.717
C -3.024 -5.813 2.936
C -0.588 -0.020 0.181
H -1.868 -6.590 -2.663
C -1.542 -5.784 -0.697
Na 2.540 1.241 -3.821
C 1.391 3.019 0.711
C -4.052 -4.861 2.908
H 2.302 -2.441 -0.959
F -2.135 1.749 -0.020
H -2.049 5.284 4.205
C 3.634 2.289 0.658
H 5.536 -0.585 2.067
C 5.235 0.388 1.709
H 2.815 8.433 -2.307
O 1.010 7.715 -1.873
H 4.037 3.299 0.857
H -1.100 -4.847 -1.041
H -3.888 -2.647 2.575
C 0.080 -9.390 -1.516
O -0.672 2.796 1.839
O 2.221 -8.415 -1.745
O 2.076 6.171 -0.610
Br 0.795 9.824 -4.405
O -3.001 -7.611 -1.306
H 1.740 1.714 -1.800
H -2.517 6.985 4.238
H -1.406 -5.488 5.065
H 0.537 -9.861 -0.648
Br 3.113 8.142 -5.816
H 3.854 0.954 -1.042
C -2.441 -6.381 -1.760
Mg -1.591 3.522 -1.586
N 2.379 2.495 -1.551
C -3.462 -3.634 2.673
C -0.775 1.523 -0.163
H -0.270 -10.171 -2.191
O -0.175 -2.636 0.684
H 2.459 4.404 -0.641
H 2.634 2.940 -2.450
H 1.739 10.009 -6.684
C 2.005 7.160 -1.377
Br 3.438 11.297 -5.428
F 1.807 -0.153 -0.308
*
```

The following is a quantum chemistry calculation of C2H4N4O2 in the gas phase in a non-equilibrium geometry, from the OMol25 dataset.

Summary:
HOMO level ... -0.344 Ha
ΔE to the lowest compared entry with this formula, charge and spin ... 361.9 kJ/mol

```
! RIJCOSX wB97M-V def2-TZVPD def2/J DEFGRID3
* xyz 0 1
C 0.395 -1.083 -0.156
N -2.803 -0.267 0.165
C -1.544 -0.379 -0.153
N -0.770 -1.524 -0.136
O -0.635 0.647 -0.387
H 2.321 -1.205 -0.299
H 1.565 2.043 -0.185
N 1.457 1.142 0.202
O 1.593 -1.676 0.078
H -3.036 0.770 0.197
N 0.681 0.356 -0.464
H 0.776 1.176 1.139
*
```

The following is a quantum chemistry calculation of a molecular structure, C36H54N7O2PRuS in a non-equilibrium geometry, from the OMol25 dataset.

Summary:
HOMO level (spin up / spin down) ... -0.135 / -0.138 Ha
ΔE to the lowest compared entry with this formula, charge and spin ... 0.0 kJ/mol
<S²> ... 0.76

```
! RIJCOSX wB97M-V def2-TZVPD def2/J DEFGRID3
* xyz -1 2
H -0.960 -5.610 -3.720
H -0.580 0.700 -5.016
H -2.591 -1.478 3.340
C -0.996 2.863 1.755
H 3.804 -4.181 -3.363
H 4.168 -0.811 -0.120
C 5.546 -0.329 1.965
S 0.426 -0.557 1.773
H 3.545 -3.317 -4.870
H 2.687 -5.822 -2.289
H 3.691 -1.017 -3.747
H 0.808 3.641 0.970
C -0.024 -5.070 -3.534
H 4.248 -3.988 -1.563
H 4.063 1.680 -0.310
H -0.430 -5.586 -0.861
C -1.743 4.315 3.618
H -2.279 -3.468 -2.962
H -1.053 3.971 4.393
H 4.189 -4.493 0.122
H -2.692 4.543 4.097
H 3.763 -2.843 -0.319
N 2.473 0.402 0.093
H 1.424 -3.284 0.987
H -1.952 -5.037 -1.548
H -0.998 -1.371 3.903
C -0.956 -4.709 -1.231
C 2.989 1.491 -0.374
C 3.038 -3.726 -3.989
H -3.668 2.955 1.397
N -1.707 -0.994 3.296
C 1.038 4.167 -1.845
C -1.283 -3.013 -2.928
C -2.642 0.129 -5.225
C 0.164 3.098 -1.574
C 3.290 -1.501 -2.851
H 0.554 4.130 2.667
C 2.127 2.457 -0.936
H 1.319 -6.261 -1.267
N 0.817 2.081 -1.009
N -1.693 -0.442 -0.209
O -0.354 0.431 -2.465
H -1.353 5.244 3.197
C 3.425 -0.555 0.637
H -1.066 -2.619 -3.920
C 2.291 -2.587 -3.290
H 4.131 -1.899 -2.283
C 4.274 0.990 4.029
H 2.790 -0.742 -2.251
C 1.366 -1.912 -4.313
H 1.000 2.458 2.250
H 2.499 0.823 2.837
H -1.082 -4.001 -0.410
C 3.557 0.609 2.906
C 6.268 0.048 3.092
N -2.177 -0.747 1.080
C -3.780 -0.488 -3.220
H 3.768 1.509 4.835
H 7.327 -0.172 3.154
H 0.734 -1.165 -3.837
C 2.285 -5.763 -1.277
H 6.186 1.000 5.015
C -2.613 -0.263 -2.477
H -2.645 0.274 -6.301
N -1.971 3.308 2.600
H 2.871 -1.462 0.878
H -0.898 3.031 -1.757
C 3.694 -3.873 -0.633
C 0.423 3.331 1.941
H -4.726 -0.482 -5.144
H 0.742 -2.628 -4.848
C -0.271 -4.034 -2.433
H 0.754 -4.899 0.781
Ru 0.327 -0.012 -0.441
C -1.275 -0.774 1.988
H 3.243 4.294 -1.500
H 1.988 -1.398 -5.054
C -3.818 -0.303 -4.584
H 0.772 5.111 -2.299
H 0.733 -5.811 -3.282
O -1.275 2.059 0.880
H 6.049 -0.839 1.149
H -3.611 -0.832 -0.652
N 0.781 -1.827 -0.975
H 2.953 -6.343 -0.629
C 1.659 -4.305 0.680
C 2.311 3.752 -1.437
C -1.424 0.176 -3.110
C 4.184 -0.065 1.859
C -2.650 -0.528 -1.065
C 5.631 0.707 4.132
H -3.260 1.647 2.494
H -3.974 3.148 3.140
H -4.667 -0.824 -2.690
H 2.405 -4.721 1.367
H 0.262 -4.597 -4.474
C -3.295 2.733 2.398
H -1.307 -2.188 -2.230
P 1.234 -3.044 -1.785
C -1.486 0.366 -4.524
C 2.233 -4.325 -0.749
H 2.372 -4.517 -4.335
*
```

The following is a quantum chemistry calculation of a molecular structure, C27H43IN5PW in a non-equilibrium geometry, from the OMol25 dataset.

Summary:
HOMO level (spin up / spin down) ... -0.481 / -0.498 Ha
ΔE to the lowest compared entry with this formula, charge and spin ... 46.1 kJ/mol
<S²> ... 2.01

```
! RIJCOSX wB97M-V def2-TZVPD def2/J DEFGRID3
* xyz 2 3
H -3.117 5.910 -2.479
H -0.310 4.657 0.562
N -0.785 2.607 0.967
C -3.736 5.556 -0.442
P 1.977 -0.879 -0.747
H -5.590 4.506 0.011
C 0.088 -2.653 -1.776
C -1.696 -1.336 1.573
H -1.745 -4.147 6.116
H 4.711 1.155 -2.377
N 1.062 -0.432 0.531
H 3.622 -1.290 1.652
C -2.670 5.614 -1.532
C -2.433 -3.297 2.889
C -4.825 4.539 -0.765
C -1.093 -1.637 3.985
H -5.309 4.802 -1.704
H 0.723 -1.794 -4.206
H 4.223 0.743 0.636
H 4.311 -3.848 -0.883
H -1.884 6.337 -1.300
H -3.729 -4.663 1.839
H -0.643 0.137 -1.238
H -0.691 -2.827 -2.521
C -1.723 -2.075 2.801
H 4.001 2.239 -0.247
C 0.771 -1.319 -2.119
C -1.750 -3.579 5.196
H -4.416 3.532 -0.879
H 2.719 2.532 -2.084
C -2.417 -4.037 4.097
H 2.266 -2.197 -3.469
H -4.199 6.544 -0.363
C 2.982 -2.337 -0.167
H 1.549 -2.803 1.426
H 1.847 1.283 -2.951
C 3.674 -3.076 -1.320
I -0.246 0.285 3.918
C -2.473 -1.803 0.529
H -2.424 6.133 1.193
H 2.679 1.592 0.726
H -3.818 -3.319 -0.221
H -0.054 0.597 -2.838
N -2.330 4.082 1.006
N -2.916 2.909 1.251
H 2.975 -3.577 -1.984
H 1.364 -3.838 0.004
H 1.872 -0.515 -3.849
H 4.316 -2.426 -1.914
C 2.133 1.621 -1.958
H 1.232 1.882 -1.396
N -1.979 2.048 1.246
C -3.177 -3.735 1.765
H 4.536 -2.736 1.237
C 3.504 1.321 0.067
H -0.594 -1.956 6.038
C 2.082 -3.308 0.621
H 3.921 -0.285 -3.000
C -3.116 5.332 0.938
H -0.386 -2.635 -0.795
H 0.770 -3.496 -1.828
C -1.024 3.886 0.794
H 4.937 -0.379 -1.557
H -2.502 -1.258 -0.409
H -1.221 -0.711 -2.670
C 4.054 -1.850 0.822
C -0.336 -0.256 -2.225
H -2.957 -4.975 4.138
H -3.868 5.252 1.721
C -3.222 -2.993 0.620
C 1.468 -1.457 -3.482
H -2.209 4.634 -1.693
H 2.736 -4.056 1.073
C 4.208 0.231 -2.086
H 4.832 -1.255 0.349
W -0.455 0.280 1.185
C -1.084 -2.337 5.152
C 3.008 0.607 -1.204
*
```